Below is one molecule with the formula C18H19N3O5S2 at a distorted geometry, with properties calculated with the ωB97M-V functional and the def2-TZVPD basis.

Geometry as XYZ:
```
47
Properties=species:S:1:pos:R:3:mulliken_charge:R:1
C -3.033 -1.052 -3.152 -0.9288
N -1.977 -1.789 -2.423 0.0494
C -1.417 -1.099 -1.289 -0.6814
C -2.178 -1.110 -0.007 0.2182
O -2.709 -0.048 0.363 -0.6663
N -2.296 -2.270 0.719 -0.0502
C -2.882 -2.505 1.900 0.4558
C -3.581 -1.577 2.707 -0.1963
C -4.183 -2.029 3.859 -0.5555
C -4.015 -3.337 4.254 -0.2766
C -3.236 -4.202 3.481 -0.3753
N -2.698 -3.782 2.313 -0.5584
C -0.261 -0.304 -1.405 1.2007
O 0.188 0.359 -0.292 -0.3044
C 0.119 1.736 -0.216 -0.0045
O -0.297 2.488 -1.106 -0.5466
C 0.772 2.415 1.010 1.8942
C 2.143 3.011 0.502 -1.6326
C 1.051 1.403 2.170 -1.6679
C -0.213 3.510 1.472 -1.5455
C 0.553 -0.335 -2.612 0.4342
S 1.865 0.810 -2.908 -0.0658
C 2.276 -0.076 -4.353 -0.3390
C 1.464 -1.171 -4.606 -0.7942
C 0.476 -1.364 -3.549 -0.0624
S -0.763 -2.682 -3.312 1.3544
O -0.261 -3.787 -2.495 -0.6480
O -1.256 -3.144 -4.611 -0.6756
H -3.639 -1.728 -3.741 0.3701
H -2.646 -0.251 -3.808 0.2968
H -3.736 -0.578 -2.458 0.3591
H -1.838 -3.080 0.289 0.2517
H -3.648 -0.530 2.398 0.4214
H -4.760 -1.324 4.504 0.3463
H -4.481 -3.721 5.162 0.3431
H -2.981 -5.211 3.789 0.3810
H 2.814 2.256 0.124 0.3558
H 2.665 3.499 1.345 0.4188
H 1.939 3.714 -0.336 0.3414
H 1.427 1.958 3.050 0.4297
H 0.194 0.884 2.518 0.3751
H 1.825 0.680 1.871 0.3237
H -0.330 4.303 0.735 0.3307
H -1.230 3.063 1.625 0.3151
H 0.125 3.998 2.399 0.4238
H 3.153 0.231 -4.937 0.4040
H 1.604 -1.859 -5.409 0.4808
```

Output
Orbital gap   0.295 hartree
LUMO energy   -0.8 eV
Net charge   0
ΔE to the lowest compared entry with this formula, charge and spin   2.007 eV
E_HOMO   -8.8 eV
Structure (SMILES)   CN1C(C(=O)Nc2ccccn2)=C(OC(=O)C(C)(C)C)c2sccc2S1(=O)=O